No. 1
This record from the Open Molecules 2025 dataset describes a 15-piece molecular cluster, C26H51Cl29IN2O3 overall. The level of theory is wB97M-V/def2-TZVPD.

Each line ends with the Mulliken charge.
Positions of all 112 atoms, in Å:
I  3.81991  4.33831  1.79786  0.062
Cl  -4.79762  7.90184  -0.21192  -0.179
Cl  -2.48426  -1.84570  -1.76790  -0.063
Cl  7.46959  6.52400  1.12666  -0.137
Cl  0.24271  -4.00017  -0.95240  -0.088
Cl  -1.90297  -5.58265  4.96917  -0.144
Cl  -4.69357  -0.37924  0.75340  -0.114
Cl  -5.22730  -6.45944  3.49444  -0.055
Cl  5.10407  -8.08117  -2.30119  -0.156
Cl  2.48635  -2.47098  3.47477  -0.127
Cl  -4.92295  -5.85643  -4.64280  -0.140
Cl  -4.53425  -8.91365  4.83740  -0.171
Cl  -4.64848  -3.74805  2.59320  -0.092
Cl  -4.36052  -9.41457  7.70407  -0.164
Cl  5.23034  -5.10723  -3.20614  -0.103
Cl  2.45172  -9.15696  -1.74747  -0.159
Cl  -0.48612  -3.46776  3.54838  -0.001
Cl  2.89727  0.41202  3.33925  -0.025
Cl  -2.04105  -1.14796  -4.56355  -0.179
Cl  6.02372  -3.90018  -5.73843  -0.177
Cl  -2.27059  -4.78065  -5.19653  -0.120
Cl  -2.99593  11.73120  1.90499  -0.154
Cl  1.22042  -0.86282  0.35987  0.392
Cl  -2.39130  -0.61259  2.52653  -0.048
Cl  -5.97414  4.26090  -0.57229  -0.100
Cl  -2.30751  -5.14621  -0.12665  -0.126
Cl  -4.81958  1.88564  -1.80682  -0.076
Cl  -2.24739  9.04788  -1.03767  -0.164
Cl  -5.64828  10.65542  2.45872  -0.144
Cl  7.95854  3.85797  2.20003  -0.133
O  -0.83127  3.84391  1.81206  -0.531
O  3.99574  -1.47101  -2.26136  -0.431
O  -0.80029  5.34580  -0.12837  -0.502
N  2.03276  1.78378  -0.30954  0.370
N  4.54839  -0.82917  0.18369  -0.383
C  -1.14782  1.34131  0.03301  0.881
C  -1.93257  -4.48341  3.58502  0.113
C  -6.27936  2.60784  -1.11938  -0.344
C  -1.16579  4.04799  0.51074  0.382
C  2.38579  -0.94130  4.35513  -0.339
C  -5.90493  -4.86619  3.13744  -0.476
C  3.46794  1.60317  0.12533  0.872
C  2.07684  0.14136  -2.27893  -1.139
C  3.70019  -0.00682  -2.11531  -0.077
C  -4.55798  11.27641  1.21345  0.036
C  4.36410  2.99930  0.09751  -0.890
C  -3.98933  0.10850  2.29975  -0.528
C  -2.73958  -2.32907  -3.44904  -0.100
C  -0.19385  1.01722  -1.25974  -0.538
C  4.29957  0.42833  -0.65399  -0.342
C  3.22992  5.01404  -1.32930  -0.924
C  5.68579  -3.60968  -4.02774  0.015
C  -1.90649  2.80107  -0.26837  -0.264
C  -3.83264  -5.23544  -5.88807  -0.282
C  1.35412  0.54186  -0.84054  -0.103
C  -3.04162  7.84291  -0.01673  0.143
C  -0.55151  -5.20514  0.06855  -0.130
C  -4.18379  -8.21111  6.42128  -0.063
C  4.34865  3.77246  -1.35136  -0.139
C  3.54202  -8.53596  -2.99274  -0.179
C  8.14038  5.59509  2.47286  -0.309
H  3.03485  -0.99252  5.23264  0.365
H  3.69889  -9.31099  -3.74682  0.287
H  -7.06129  2.62429  -1.88242  0.324
H  -3.06875  2.74000  -0.02205  -0.040
H  -0.19551  -6.19941  -0.21197  0.333
H  -2.81499  -3.84317  3.65798  0.021
H  -0.30291  -5.00545  1.11365  -0.021
H  -1.85662  3.03279  -1.43564  0.324
H  3.21396  -1.94949  -1.80897  0.282
H  1.86722  2.54752  -1.00333  0.468
H  -0.63618  0.16344  -1.95270  -0.399
H  3.43230  1.28291  1.27335  -1.319
H  6.58102  -3.20127  -3.55260  0.280
H  4.29826  0.51299  -3.00356  0.303
H  3.68646  5.99571  -0.83401  0.302
H  -6.65634  -4.96734  2.35058  0.328
H  5.50544  2.71911  0.30633  0.552
H  -2.68562  6.84864  -0.29725  -0.094
H  -4.40111  10.50138  0.45937  -0.065
H  2.21667  4.68895  -0.79577  0.068
H  -3.81305  -2.40510  -3.63825  0.366
H  1.82996  1.04058  -3.01954  0.339
H  5.57190  -0.92172  0.38646  0.284
H  -6.36941  -4.46631  4.04202  0.279
H  -4.28612  -4.35596  -6.35162  0.257
H  -5.01145  12.15589  0.74990  0.298
H  9.20277  5.83024  2.57293  0.327
H  1.35200  -0.77918  4.66975  0.233
H  -4.64587  -0.21996  3.10906  0.380
H  -6.60703  2.00615  -0.26814  0.233
H  -0.03459  1.95958  -1.97434  0.396
H  4.86439  -2.89400  -3.94389  -0.018
H  1.55132  -0.81783  -2.72364  0.344
H  -4.87849  -7.38846  6.60718  0.264
H  -3.67577  -6.01047  -6.64216  0.326
H  5.39959  4.20881  -1.66329  0.346
H  -3.89467  1.19691  2.32006  0.368
H  1.49198  2.06708  0.56275  0.587
H  -0.58500  1.34230  1.06513  0.435
H  3.97390  -0.83474  1.05464  0.156
H  3.97634  3.04895  -2.22463  0.095
H  -2.26580  -3.29945  -3.61610  -0.053
H  2.90184  5.32609  -2.43241  0.347
H  -3.15768  -7.83550  6.42471  0.131
H  7.61399  5.86801  3.39065  0.257
H  -2.79301  8.04260  1.02837  0.311
H  5.38663  0.87518  -0.86344  0.577
H  3.08855  -7.65648  -3.45628  0.209
H  -2.00582  0.54705  0.07875  -0.596
H  -1.97808  -5.07107  2.66492  -0.009
H  -0.32339  5.18396  -0.99856  0.313

Calculated values
ΔE to the lowest compared entry with this formula, charge and spin: 111.66 kcal per mole
energy: -14999.2547 a.u.
total charge: +1
multiplicity: 1
M: 1594.75 g mol⁻¹
max |F|: 9.00 eV/A

---

No. 2
This record from the Open Molecules 2025 dataset describes C26H51Cl3HgN2O6PSi as an isolated structure. The level of theory is wB97M-V/def2-TZVPD.

Each line ends with the Mulliken charge.
Positions of all 91 atoms, in Å:
Hg  -3.33547  -2.17154  2.33383  0.834
Cl  -5.00760  -3.09597  3.71233  -0.542
Cl  -1.27133  -1.39520  1.51217  -0.462
Cl  -4.33356  -2.83110  -0.09985  -0.377
P  -0.67164  2.33132  2.21369  0.327
Si  -5.08488  -0.96653  -1.16993  0.592
O  -0.86258  2.40343  -1.44878  -0.653
O  -0.26710  -0.96108  -1.83291  -0.559
O  -2.32585  2.39171  2.10042  -0.309
O  2.40290  1.41974  0.37952  -0.817
O  -0.36183  3.59696  3.19877  -0.368
O  -0.43787  1.05110  3.19991  -0.232
N  0.32011  1.87539  -3.31002  0.267
N  3.79824  -0.18425  1.22308  0.705
C  -1.57208  -2.92263  -3.56026  -1.061
C  1.57414  1.59771  -3.99889  -0.945
C  -3.73873  0.17117  -1.87788  -0.511
C  -5.94419  -0.14763  0.34219  -0.983
C  4.21082  -1.63628  -1.75047  -0.613
C  -0.90583  1.80090  -4.08434  -0.713
C  0.29343  -2.13772  -1.96613  -0.287
C  2.59390  0.26573  0.79396  0.254
C  0.72455  0.78322  4.01254  -0.470
C  -0.70774  3.42164  5.66089  -0.949
C  1.85753  -2.30594  -1.74094  0.119
C  2.29806  -3.59245  -1.42325  -0.250
C  0.85251  -3.11816  -4.26638  0.151
C  4.61636  -2.91970  -1.38228  -0.679
C  0.22101  2.10503  -1.97141  0.413
C  -6.39005  -1.44973  -2.48835  -1.146
C  4.97511  0.67370  1.17468  -1.174
C  -1.09265  4.08166  4.36625  -0.095
C  -0.09297  -2.78311  -3.37848  0.436
C  1.87316  1.77949  3.97892  -0.784
C  -4.43263  3.16657  1.25624  -0.996
C  3.99757  -1.52479  1.75788  -1.102
C  3.63833  -3.90805  -1.23902  -0.825
C  -2.95580  3.09254  0.95871  0.463
C  2.85060  -1.33441  -1.98066  0.662
C  0.58919  -3.92083  -5.50675  -1.466
H  -1.94530  -3.57443  -2.75439  0.271
H  -2.17489  4.01393  4.19706  0.182
H  -6.83534  -0.71202  0.67955  0.292
H  5.65629  -3.14402  -1.14867  0.389
H  -1.47912  0.90378  -3.81360  -0.031
H  -6.02985  -1.16085  -3.49970  0.326
H  -2.72022  2.54725  0.03230  -0.178
H  4.86458  -1.99195  1.26581  0.390
H  5.71781  0.25686  0.48068  0.306
H  -1.54140  2.66826  -3.89423  0.289
H  -4.92856  2.19249  1.29235  -0.049
H  2.71261  1.34200  4.54682  0.439
H  -1.36607  3.82522  6.43831  0.434
H  4.99941  -0.88437  -1.85030  0.418
H  -7.34786  -0.91324  -2.35035  0.340
H  4.68598  1.67395  0.84640  0.287
H  2.40251  2.12038  -3.50741  0.320
H  1.45375  -3.98121  -6.18861  0.363
H  -5.27397  -0.06912  1.21192  0.152
H  3.93240  -4.93080  -0.99415  0.328
H  1.47824  1.95420  -5.02673  0.363
H  1.77870  -0.49373  0.82706  0.180
H  -2.71369  -0.12973  -1.61161  -0.106
H  1.79586  0.52105  -3.99319  0.307
H  -0.19217  -2.82750  -1.22082  0.092
H  -4.91744  3.75985  0.47704  0.405
H  -0.62489  1.79043  -5.13614  0.350
H  -0.26519  -3.47672  -6.03759  0.319
H  0.32339  3.65392  5.95343  0.254
H  4.19139  -1.48269  2.84498  0.307
H  -2.03916  -1.93273  -3.45511  -0.124
H  2.59951  -0.32017  -2.29491  0.072
H  0.32395  -4.96259  -5.25502  0.255
H  -1.86961  -3.34224  -4.52810  0.420
H  1.17099  2.00393  -1.36858  0.046
H  3.10049  -2.13175  1.56864  0.265
H  1.08561  -0.21288  3.71189  0.321
H  5.43964  0.72694  2.16761  0.368
H  2.22362  1.98018  2.95332  0.117
H  -3.98165  1.17753  -1.46563  0.325
H  -2.47201  4.08466  0.84345  0.315
H  -0.83073  5.14287  4.39072  0.282
H  -6.62864  -2.52282  -2.55234  0.336
H  -0.87052  2.33913  5.62192  0.101
H  1.90278  -2.87894  -4.07111  0.279
H  0.32355  0.71139  5.03094  0.334
H  1.55441  -4.39678  -1.32826  0.352
H  1.62245  2.72553  4.48890  0.114
H  -6.27300  0.89131  0.14592  0.390
H  -3.71945  0.35861  -2.96805  0.468
H  -4.54731  3.65976  2.22595  0.375

Calculated values
ΔE to the lowest compared entry with this formula, charge and spin: 12.67 kcal per mole
energy: -3747.2291 a.u.
total charge: -1
multiplicity: 1
M: 853.71 g mol⁻¹
max |F|: 2.00 eV/A